1.
The following is a quantum chemistry calculation of 7 unconnected molecules or ions with the total composition C36H38N6O4 in a non-equilibrium geometry, from the Open Molecules 2025 dataset.

Structure (XYZ):
```
84
Properties=species:S:1:pos:R:3:forces:R:3
C 3.853281 -1.449408 -6.699375 -0.129 -0.646 -0.487
C 3.751980 -0.296084 -6.442062 -0.141 0.381 0.118
O 3.440179 0.938711 -6.167576 0.078 0.421 0.642
C 2.203917 1.238697 -6.755949 -0.916 0.380 -0.059
O 2.108499 1.481530 -7.898118 0.378 0.315 -0.991
O 1.165845 1.247010 -5.914483 0.281 -0.158 0.647
C 0.656332 -0.083314 -5.713385 0.471 -0.474 -0.238
O -0.678307 -0.001236 -5.400832 0.127 -0.096 0.204
C -1.306628 -1.232616 -5.771723 -0.950 -0.376 -0.376
C -1.902610 -1.145895 -7.186018 0.969 -0.148 0.354
H 3.800840 -2.395429 -7.159583 0.370 -0.513 0.105
H 1.243858 -0.599158 -4.943568 -0.061 0.251 0.263
H 0.829229 -0.638315 -6.646194 -0.212 0.064 -0.107
H -2.115473 -1.438588 -5.078543 0.081 0.283 0.289
H -0.614906 -2.074546 -5.687344 0.242 0.129 -0.006
H -1.299011 -0.417360 -7.727949 -0.229 0.074 -0.253
H -1.781476 -2.104272 -7.690589 -0.246 -0.022 -0.070
H -2.942387 -0.845540 -7.161704 -0.068 0.141 -0.033
C 5.009079 0.206553 -1.713184 -0.074 0.136 0.029
C 5.099046 -0.015249 -3.076848 -0.001 -0.035 0.023
C 5.747555 -1.160974 -3.512567 0.128 -0.180 -0.053
N 6.295067 -2.059605 -2.694249 -0.083 0.147 0.089
C 6.199663 -1.824602 -1.385434 0.057 -0.110 -0.080
C 5.568955 -0.714720 -0.844768 0.024 -0.022 -0.011
H 4.508707 1.087210 -1.330658 0.004 -0.016 0.027
H 4.674609 0.682100 -3.786965 0.012 -0.017 -0.011
H 5.838018 -1.380455 -4.569815 -0.040 0.073 -0.016
H 6.655631 -2.571614 -0.744556 -0.020 0.031 0.054
H 5.517910 -0.575909 0.226530 -0.018 -0.011 -0.002
C -5.424798 1.633752 -2.665955 -0.062 0.073 0.051
C -4.041679 1.687208 -2.615896 -0.068 0.029 -0.066
C -3.322501 1.011427 -3.589173 0.187 -0.039 -0.090
N -3.885654 0.309053 -4.572504 -0.199 0.046 0.115
C -5.218033 0.269670 -4.604149 0.097 -0.068 -0.074
C -6.029890 0.910886 -3.681214 0.039 0.009 0.013
H -6.022763 2.148218 -1.924442 0.007 -0.022 0.009
H -3.530860 2.240435 -1.839722 0.020 -0.023 0.001
H -2.237591 1.027521 -3.594038 -0.003 0.024 0.017
H -5.648054 -0.310029 -5.414208 -0.067 0.020 0.023
H -7.106614 0.845068 -3.756415 0.005 -0.018 -0.016
C 3.277959 3.846366 2.367401 0.020 0.109 0.019
C 3.503703 2.723040 3.143840 0.041 0.015 0.002
C 3.275362 1.478034 2.579735 -0.023 -0.207 -0.059
N 2.846390 1.293197 1.331552 0.027 0.246 0.017
C 2.633512 2.389454 0.599689 -0.025 -0.209 -0.012
C 2.834132 3.679659 1.066104 -0.009 -0.025 0.000
H 3.443931 4.837377 2.770510 -0.003 -0.009 -0.001
H 3.848137 2.808716 4.165489 -0.009 -0.026 0.002
H 3.441187 0.571404 3.152380 0.028 0.036 0.059
H 2.282220 2.211437 -0.411192 -0.013 0.071 -0.013
H 2.645515 4.530618 0.426079 -0.010 -0.020 -0.019
C -1.873068 -0.957945 1.397531 0.064 0.005 0.007
C -2.406507 -0.894874 0.120510 0.013 0.005 0.019
C -3.761112 -0.632616 -0.012468 -0.183 -0.012 -0.019
N -4.584257 -0.440754 1.018383 0.167 -0.024 0.051
C -4.051140 -0.507780 2.239128 -0.152 0.039 -0.056
C -2.709640 -0.759593 2.483820 0.080 0.052 -0.063
H -0.818874 -1.158817 1.544282 0.006 0.007 -0.010
H -1.787107 -1.043855 -0.754129 -0.026 0.006 -0.018
H -4.221434 -0.569676 -0.991863 0.066 -0.037 -0.036
H -4.743639 -0.349969 3.058778 0.062 -0.007 0.056
H -2.335010 -0.801370 3.496467 -0.099 -0.053 0.038
C -0.035850 0.457970 6.315740 1.980 1.837 0.754
C -0.433223 1.279506 7.357780 -0.049 0.094 -0.066
C -0.322722 2.651576 7.190679 -0.098 0.127 -0.028
N 0.147693 3.227874 6.085050 0.040 -0.185 0.021
C 0.526026 2.420190 5.094817 -0.113 0.203 -0.086
C 0.454236 1.036840 5.157034 -0.055 0.070 0.033
H -0.107012 -0.619159 6.405554 3.722 2.944 1.916
H -0.820586 0.867416 8.279591 0.005 0.004 0.050
H -0.624396 3.333271 7.978338 -0.006 -0.046 0.046
H 0.905760 2.917381 4.209536 0.006 -0.071 -0.043
H 0.774384 0.431540 4.319323 0.048 0.004 -0.064
C -1.369790 -3.793888 7.597648 -0.001 -0.100 0.109
C -2.589031 -4.099244 7.016674 0.086 0.019 0.040
C -3.096619 -3.232677 6.061023 -0.182 0.175 -0.152
N -2.480152 -2.118027 5.669835 -0.161 -0.429 0.179
C -1.308461 -1.841173 6.241909 -1.656 -1.810 -0.842
C -0.711554 -2.640790 7.203773 -0.065 0.088 -0.036
H -0.938389 -4.445334 8.347130 0.000 -0.002 -0.011
H -3.135383 -4.989241 7.296822 -0.007 0.004 -0.021
H -4.046319 -3.433008 5.577289 -0.018 -0.066 0.039
H -0.830651 -0.926440 5.905077 -3.568 -2.872 -1.879
H 0.242813 -2.366761 7.632571 0.082 0.019 0.044
```
Forces are in eV/Å.

molar mass: 618.74 g/mol
Kohn-Sham gap: 9.850 eV
total charge: 0

***

2.
The following is a quantum chemistry calculation of a molecular structure, C36H39BrN7STl, from the Open Molecules 2025 dataset.

Structure (XYZ):
```
85
Properties=species:S:1:pos:R:3:forces:R:3
Tl -0.119457 -0.046473 -0.086297 0.163 0.639 0.528
N -0.110065 3.191254 2.961329 -0.134 0.092 -0.079
C -0.211894 1.990313 2.371812 0.101 -0.094 -0.037
S -1.418229 1.845742 1.110588 -0.197 -0.376 -0.289
N 0.582674 1.052115 2.808585 0.389 0.187 0.418
N 0.528776 -0.121659 2.171977 -0.158 -0.155 -0.691
C 0.815904 -1.234206 2.734624 0.091 0.136 0.341
C 1.304832 -1.358542 4.126304 -0.041 -0.042 -0.040
C 2.352567 -0.553524 4.570590 0.098 -0.058 -0.030
C 2.827853 -0.688067 5.864179 0.009 -0.015 -0.002
C 2.242330 -1.600439 6.732305 -0.019 0.012 -0.019
C 1.184116 -2.388039 6.301744 -0.010 -0.034 -0.003
C 0.722779 -2.277163 4.999864 -0.086 0.063 0.014
C 0.543148 -2.452062 1.923841 0.060 -0.077 -0.014
C 1.061557 -3.691136 2.272131 0.050 -0.073 0.018
C 0.673138 -4.813082 1.554527 0.037 -0.002 0.001
C -0.224737 -4.673685 0.508090 -0.018 -0.013 -0.016
C -0.643370 -3.397215 0.175971 -0.052 0.038 0.057
N -0.258542 -2.317473 0.859191 -0.204 0.073 -0.344
H -0.790711 3.906690 2.774691 0.011 -0.010 0.007
H 0.480781 3.282640 3.772428 0.003 -0.050 0.019
H 2.803916 0.163344 3.898732 -0.016 0.008 0.009
H 3.659104 -0.080871 6.196695 -0.022 0.014 0.003
H 2.606267 -1.694392 7.746687 0.011 -0.002 -0.011
H 0.719671 -3.092950 6.978184 -0.006 0.021 0.000
H -0.118328 -2.879371 4.675629 0.041 -0.022 0.010
H 1.761616 -3.768558 3.091821 -0.063 -0.007 0.022
H 1.068296 -5.786247 1.814657 -0.023 0.000 0.012
H -0.584799 -5.526880 -0.049334 0.023 0.012 -0.009
H -1.313109 -3.227987 -0.659447 0.015 0.011 -0.002
C 5.356978 -1.913095 -4.573716 -0.033 -0.016 0.036
C 5.464974 -2.329303 -3.098187 0.013 0.019 0.022
C 5.619460 -3.848863 -3.022927 -0.009 0.035 0.012
C 6.692707 -1.666658 -2.450250 -0.018 -0.023 -0.022
C 4.227960 -1.849110 -2.354720 0.055 -0.044 -0.042
C 3.427850 -2.684984 -1.582877 -0.056 0.001 0.020
C 2.300015 -2.174945 -0.972671 0.124 0.094 -0.090
N 1.938625 -0.888888 -1.054305 -0.217 -0.224 0.115
C 2.723215 -0.050148 -1.750345 -0.008 -0.009 0.014
C 3.846346 -0.510394 -2.412212 0.026 0.050 -0.021
C 2.336931 1.388433 -1.765771 -0.011 0.013 0.021
C 3.155115 2.368391 -2.291789 0.081 -0.038 -0.052
C 2.778458 3.712025 -2.264135 -0.018 0.047 -0.026
C 1.547727 3.996993 -1.685941 -0.022 -0.013 -0.017
C 0.771589 2.968055 -1.184953 0.068 0.005 -0.078
N 1.156811 1.692234 -1.215899 -0.177 0.010 0.098
C 3.684494 4.773308 -2.868924 0.039 0.003 -0.027
C 3.117117 6.180360 -2.684943 0.008 -0.027 0.012
C 3.819467 4.483242 -4.373557 -0.010 -0.003 0.032
C 5.066536 4.702904 -2.201127 -0.043 0.006 0.012
H 6.213537 -2.299324 -5.126162 0.004 0.017 0.018
H 5.348132 -0.829338 -4.697110 -0.005 -0.015 -0.013
H 4.451390 -2.321088 -5.027291 0.023 0.006 -0.025
H 6.458522 -4.153074 -3.647678 0.010 -0.005 0.029
H 4.731337 -4.366276 -3.391955 0.023 -0.008 -0.009
H 5.831150 -4.184341 -2.005679 -0.032 -0.019 -0.011
H 7.601644 -2.036258 -2.926130 -0.011 0.023 -0.010
H 6.746873 -1.904921 -1.386523 0.025 0.008 -0.007
H 6.671920 -0.580927 -2.560459 0.006 -0.013 0.008
H 3.661410 -3.731534 -1.454327 -0.024 0.003 -0.032
H 1.658572 -2.826186 -0.401910 0.021 -0.027 0.019
H 4.438553 0.181477 -2.990645 0.004 -0.021 0.005
H 4.107259 2.099164 -2.722409 0.001 0.025 0.014
H 1.179795 5.009573 -1.612025 -0.013 -0.021 -0.031
H -0.192232 3.168464 -0.737961 0.024 -0.008 0.040
H 2.155542 6.299228 -3.187999 0.006 0.014 0.018
H 3.805622 6.903055 -3.121995 -0.010 -0.002 0.002
H 3.001395 6.433808 -1.629139 -0.014 0.013 -0.017
H 2.844752 4.502630 -4.864523 0.016 -0.002 -0.009
H 4.280480 3.511209 -4.558681 -0.006 0.014 -0.014
H 4.447663 5.244216 -4.837461 0.002 -0.012 0.009
H 4.992196 4.883827 -1.127287 0.016 -0.010 -0.008
H 5.713930 5.469072 -2.628288 0.000 -0.015 -0.001
H 5.550174 3.737349 -2.357178 0.007 0.015 0.011
Br -4.929794 1.175264 -3.343987 0.015 -0.014 0.002
C -3.312556 0.236546 -3.257428 -0.089 0.051 -0.022
C -2.838609 -0.485815 -4.341280 0.040 -0.030 -0.021
C -1.631342 -1.158050 -4.218496 -0.029 -0.004 -0.031
C -0.938695 -1.084593 -3.027275 -0.020 -0.004 -0.024
N -1.408857 -0.384059 -1.987690 0.112 -0.112 0.155
C -2.571784 0.266902 -2.089758 0.018 -0.026 0.046
H -3.404461 -0.519240 -5.262629 0.006 -0.007 0.002
H -1.230764 -1.732865 -5.041450 -0.003 0.004 0.003
H 0.010027 -1.589136 -2.891814 -0.001 0.027 0.008
H -2.919757 0.818945 -1.225167 0.031 -0.007 0.008
```
Forces are in eV/Å.

molar mass: 886.11 g/mol
Kohn-Sham gap: 7.287 eV
total charge: +2

***

3.
The following is a quantum chemistry calculation of 4 unconnected molecules or ions with the total composition C36H39F7N2O18S3 in a non-equilibrium geometry, from the Open Molecules 2025 dataset.

Structure (XYZ):
```
105
Properties=species:S:1:pos:R:3:forces:R:3
C -1.271175 -0.391678 2.902593 0.919 0.415 -2.113
C -0.148425 -0.006923 2.006404 -0.713 0.644 1.677
C 0.561594 -0.917299 0.852670 -0.787 -0.963 0.501
C 0.004598 -0.808111 -0.674813 -0.668 -3.014 1.041
C -1.419741 -1.707264 -0.568656 -0.287 -0.983 1.655
O -2.551776 -1.057746 -1.256870 -3.200 -1.724 2.032
C -3.842875 -1.375929 -0.629772 -0.294 1.400 -1.987
F -4.885987 -1.131197 -1.695243 3.536 -0.889 3.980
F -4.008798 -2.784556 -0.204643 0.575 4.903 -0.999
F -4.092762 -0.376813 0.461797 0.534 -3.938 -3.243
O -0.536935 0.419615 -1.164842 1.591 2.418 0.394
C -0.152985 1.701095 -0.753217 -2.218 -0.654 2.281
F -1.265026 2.248726 0.123069 2.669 -1.342 -2.162
S -0.230225 2.905653 -2.242174 1.981 8.435 0.594
O -0.924648 4.244163 -1.775195 1.829 -5.971 -1.702
O 1.165064 3.265827 -2.800547 -4.305 -2.773 1.499
C -1.296399 2.172693 -3.639151 -1.566 -0.865 -3.233
F -0.459928 1.220342 -4.423607 -3.111 2.883 2.627
F -2.547717 1.535112 -3.145221 4.616 2.307 -2.077
F -1.587353 3.319669 -4.569682 0.761 -4.303 3.457
C 1.048773 -1.493197 -1.814766 -0.829 3.046 -1.966
C 0.136147 -1.744212 -3.196311 -0.352 0.089 -1.057
C -0.341649 -3.237602 -3.543922 -1.100 -0.362 -1.738
C -1.704384 -3.077292 -4.509705 0.161 -0.754 1.357
S -2.641637 -4.724229 -4.262109 -0.214 0.713 0.704
C 2.077929 -0.293444 -2.381264 -0.057 0.658 -0.480
C 3.250556 0.242303 -1.432116 7.831 0.232 -2.012
O 4.523959 0.191037 -1.932203 -7.513 -0.379 2.140
N 3.232261 0.929830 -0.089634 0.353 -0.300 -1.171
C 3.667860 2.365676 -0.343915 -0.209 0.641 -1.140
C 4.228858 0.344428 0.891008 -0.112 -1.608 1.845
N 1.875840 -2.590954 -1.352146 1.281 -0.527 0.360
S 1.236632 -3.972150 -0.585067 -1.334 -1.175 0.853
C 3.097540 -3.031330 -2.040368 3.311 -1.442 -1.014
C 3.042454 -3.387709 -3.632319 -0.342 -5.716 -2.231
O 3.126343 -4.654914 -4.096984 -0.324 7.770 3.137
H -2.354233 -0.408587 2.399564 2.474 -1.680 1.088
H -1.176717 -0.618119 4.062652 -0.348 2.099 -2.376
H 0.314967 1.078607 2.188072 0.154 -2.988 0.527
H 0.287072 -2.023738 1.225461 0.574 2.450 -1.235
H 1.751734 -0.923533 0.952189 -2.753 0.716 -0.284
H -1.324009 -2.781155 -0.982287 0.115 1.882 0.610
H -1.771631 -1.812810 0.567549 1.240 0.332 -2.338
H 0.810943 1.873652 -0.122367 -1.339 -0.499 -1.503
H -0.848620 -1.068861 -3.216364 2.258 -1.367 0.528
H 0.713060 -1.371155 -4.177164 -1.002 -0.732 2.300
H 0.390660 -3.881962 -4.232295 -1.261 1.559 1.819
H -0.683115 -3.941342 -2.687347 0.865 1.556 -1.212
H -2.436295 -2.250167 -4.126038 1.642 -1.304 -0.988
H -1.447652 -3.027184 -5.649595 -0.644 0.059 2.270
H -3.063042 -4.660460 -2.896415 0.750 0.385 -1.756
H 1.464633 0.657186 -2.766292 1.163 -2.115 1.071
H 2.593880 -0.668291 -3.394702 -0.893 0.787 2.654
H 3.154518 3.044038 0.472163 1.227 -1.179 -1.699
H 3.292540 2.633404 -1.432705 0.556 -0.084 2.356
H 4.845110 2.506988 -0.373669 -3.029 -0.819 0.272
H 3.609955 0.030587 1.862537 1.367 0.679 -1.935
H 5.057053 1.083000 1.259318 -1.685 -1.187 -1.038
H 4.763898 -0.632106 0.529566 -1.074 1.955 0.380
H 2.160883 -4.474481 0.382601 -0.556 1.537 -1.033
H 4.073439 -2.358122 -1.894229 -2.381 -0.838 -0.372
H 3.425857 -4.061302 -1.521811 -0.778 2.405 -1.481
H 2.876995 -2.554768 -4.449282 0.389 -1.375 1.644
O -5.034762 5.637693 4.723681 0.023 -0.940 -0.187
C -4.709329 4.455844 4.742071 0.237 0.975 0.485
C -3.661920 3.943709 5.639428 -0.196 0.250 -0.134
C -3.319788 2.654016 5.622641 1.321 -0.104 1.287
O -2.338171 2.165470 6.465225 -1.343 -0.115 -1.388
C -3.978878 1.691075 4.698264 -0.337 -0.825 -0.546
O -3.630065 0.515294 4.692852 -0.055 0.807 0.271
C -5.042878 2.197987 3.818022 0.269 -0.335 0.155
C -5.387568 3.486997 3.837108 -1.436 0.175 -1.335
O -6.388519 3.970273 3.014513 1.470 0.057 1.429
H -3.189505 4.655093 6.304632 -0.025 -0.035 -0.046
H -2.273460 1.206803 6.262078 -0.037 0.412 0.071
H -5.525996 1.483316 3.163680 0.041 0.042 0.024
H -6.448979 4.929994 3.213410 0.033 -0.377 -0.096
O 8.048230 6.711714 -4.438933 -0.676 -0.408 0.571
C 7.513349 6.131795 -3.500525 1.017 0.386 -0.342
C 8.269037 5.685853 -2.319563 -0.027 0.154 -0.312
C 7.659160 5.042127 -1.322411 1.374 -0.360 1.185
O 8.362808 4.622640 -0.208363 -1.596 0.219 -1.117
C 6.200232 4.749683 -1.368643 -0.809 -0.119 -0.044
O 5.671290 4.139956 -0.445272 1.062 1.160 -0.338
C 5.439870 5.216641 -2.538122 0.004 -0.251 0.492
C 6.048932 5.863450 -3.533813 -1.430 0.431 -1.351
O 5.340369 6.307692 -4.635044 1.653 -0.339 1.239
H 9.329312 5.903044 -2.300062 -0.062 -0.013 -0.006
H 7.700595 4.182234 0.367847 0.301 0.191 -0.246
H 4.376538 5.012931 -2.550390 0.038 0.009 -0.015
H 6.003668 6.742705 -5.213902 -0.263 -0.177 0.219
O -6.902610 -5.307756 2.320725 0.612 -0.111 0.733
C -5.880927 -5.252902 2.996127 -0.402 0.329 -0.972
C -4.659639 -4.585011 2.519708 -0.319 -0.106 -0.060
C -3.558714 -4.557682 3.273272 1.111 0.918 -1.028
O -2.408310 -3.929373 2.832823 -1.023 -0.978 1.176
C -3.523968 -5.201164 4.615232 0.343 -0.329 0.971
O -2.491669 -5.175459 5.276938 -0.556 0.162 -0.694
C -4.752160 -5.848064 5.102003 0.384 0.107 0.040
C -5.854270 -5.872496 4.350020 -1.300 -0.935 1.069
O -7.013253 -6.476378 4.801912 1.190 0.991 -1.277
H -4.698165 -4.123284 1.541412 -0.019 -0.049 0.101
H -1.753366 -4.048267 3.554912 -0.281 0.046 -0.277
H -4.718164 -6.296429 6.086956 0.007 0.026 -0.069
H -7.666225 -6.362706 4.077353 0.261 -0.050 0.282
```
Forces are in eV/Å.

molar mass: 1016.89 g/mol
Kohn-Sham gap: 6.446 eV
total charge: 0